1.
C9H4Cl2F6N2O6S2Sn | wB97M-V/def2-TZVPD

Summary:
HOMO-LUMO gap (spin up / spin down), eV: 6.52 / 6.50
HOMO (spin up / spin down), Ha: -0.34704 / -0.33470

The geometry in ORCA input format:
```
! wB97M-V def2-TZVPD RIJCOSX def2/J DEFGRID3
* xyz 0 1
Sn 0.62518 0.83326 -1.34503
F 3.39132 -2.23682 0.13830
C 4.42329 -1.46926 0.47940
F 4.75247 -1.72091 1.74115
F 5.45296 -1.75933 -0.30824
S 3.99440 0.32664 0.26721
O 3.14992 0.32454 -0.91866
O 5.23700 1.01266 0.24369
N 3.18587 0.70194 1.57549
S 1.64427 0.48701 1.63075
O 0.91958 1.45674 0.76177
O 1.15082 -0.85173 1.54144
C 1.30188 1.12776 3.32566
F -0.01523 1.12928 3.49898
F 1.77113 2.35452 3.46545
F 1.86434 0.32351 4.21435
O -0.90416 3.17579 -0.61728
C -0.02877 3.58584 -1.34937
O 0.84377 2.81402 -1.95646
H 0.11442 4.64882 -1.58644
Cl -4.30355 1.49682 -2.10209
C -3.94781 -0.10692 -1.62729
C -4.94398 -1.03555 -1.50867
C -4.63360 -2.34039 -1.12235
C -3.31909 -2.71444 -0.84260
C -2.29905 -1.80488 -0.93528
Cl -0.70438 -2.29828 -0.55556
C -2.55389 -0.43204 -1.34452
N -1.69002 0.51756 -1.46995
H -5.96341 -0.74744 -1.72257
H -5.42399 -3.07269 -1.03410
H -3.09167 -3.72603 -0.53719
*
```

These are the Löwdin partial charges, in e, on atoms 1 to 5: 1.426, 0.138, -0.677, 0.151, 0.152

2.
H48O24 | wB97M-V/def2-TZVPD

Summary:
HOMO-LUMO gap, eV: 7.64
HOMO, Ha: -0.32654

The geometry in ORCA input format:
```
! wB97M-V def2-TZVPD RIJCOSX def2/J DEFGRID3
* xyz 0 1
O -2.91700 -14.55910 8.00291
H -2.47242 -15.21108 7.46117
H -3.81960 -14.87206 8.06287
O -10.03753 -17.13610 4.35513
H -9.92743 -17.36971 3.43342
H -10.80427 -17.63389 4.63893
O -5.45630 -16.93846 3.98412
H -5.98872 -17.55183 3.47762
H -6.07322 -16.26496 4.27053
O -1.92364 -16.16374 6.21412
H -1.91251 -15.58127 5.45462
H -2.71154 -16.69470 6.09783
O -11.82711 -12.17071 6.19794
H -11.56396 -11.63149 6.94374
H -12.38301 -12.85101 6.57793
O -3.79917 -13.33777 3.63060
H -3.30673 -12.51945 3.69455
H -4.63220 -13.08604 3.23193
O -5.27571 -15.66367 7.63203
H -5.89191 -15.18345 7.07893
H -5.37352 -16.57712 7.36324
O -7.30920 -16.44203 9.57447
H -7.34092 -17.28069 9.11417
H -6.64429 -15.93661 9.10685
O -8.06891 -17.92785 6.02460
H -8.87434 -17.65527 5.58506
H -7.40439 -17.31521 5.70947
O -7.19079 -21.05191 5.78214
H -7.45636 -20.13232 5.78986
H -7.11263 -21.27133 4.85371
O -5.59569 -10.01274 4.31988
H -6.54068 -9.86409 4.35339
H -5.45331 -10.46554 3.48865
O -9.08629 -10.27973 7.05239
H -8.98962 -10.40078 6.10780
H -8.34765 -10.75558 7.43214
O -8.54291 -10.26893 4.40562
H -9.49523 -10.32265 4.32551
H -8.23870 -10.06636 3.52094
O -2.88134 -17.46080 2.86091
H -3.73719 -17.52680 3.28448
H -2.57506 -18.36538 2.79650
O -4.05969 -17.66014 6.10442
H -4.61618 -17.39602 5.37176
H -4.09824 -18.61658 6.10243
O -9.23530 -13.07957 5.13796
H -10.09732 -13.27765 5.50392
H -9.41959 -12.54575 4.36509
O -11.66272 -15.47279 6.40844
H -10.82117 -15.11764 6.69465
H -11.44193 -16.06043 5.68584
O -7.54292 -18.94978 8.37437
H -7.79000 -19.86761 8.26138
H -7.68118 -18.55622 7.51284
O -7.29074 -13.03247 2.49337
H -7.70441 -13.41746 3.26596
H -7.95333 -13.10291 1.80617
O -5.21508 -11.17607 7.20952
H -5.05202 -10.23955 7.32168
H -4.89744 -11.37108 6.32788
O -7.16904 -15.16882 5.46886
H -7.11423 -14.23725 5.25577
H -8.10196 -15.37434 5.40846
O -5.15491 -11.34332 1.95204
H -5.91703 -11.89842 2.11720
H -5.14395 -11.22721 1.00198
O -9.63385 -14.57778 7.88586
H -9.65171 -15.13760 8.66208
H -8.95868 -13.92627 8.07531
O -7.24842 -12.70126 8.15472
H -6.78176 -13.41394 8.59124
H -6.55692 -12.11985 7.83846
*
```

These are the Löwdin partial charges, in e, on atoms 1 to 5: -0.092, -0.051, -0.041, -0.018, 0.074

3.
C30H48O22S | wB97M-V/def2-TZVPD

Summary:
HOMO-LUMO gap, eV: 9.11
HOMO, Ha: -0.32499

The geometry in ORCA input format:
```
! wB97M-V def2-TZVPD RIJCOSX def2/J DEFGRID3
* xyz 0 1
C -0.57328 6.77910 -1.42725
C 0.52228 6.07521 -2.18172
C 1.94324 6.36052 -1.65322
O 2.32590 5.14875 -0.99660
C 1.39778 4.19243 -1.23192
O 1.46245 3.08161 -0.81110
O 0.42496 4.65442 -2.03222
H -0.41483 6.65334 -0.35175
H -1.53283 6.33722 -1.68258
H -0.55124 7.84754 -1.63799
H 0.50294 6.31434 -3.24440
H 1.95586 7.17497 -0.92799
H 2.66119 6.59883 -2.43707
C -4.11124 -2.92839 -4.50998
C -5.50791 -2.58152 -4.06649
C -5.90773 -3.11199 -2.66998
O -6.28611 -1.95156 -1.93759
C -6.12401 -0.83673 -2.69811
O -6.37832 0.26121 -2.33073
O -5.62107 -1.15694 -3.90814
H -3.95440 -2.45947 -5.48386
H -4.01867 -4.00592 -4.63304
H -3.37577 -2.55079 -3.80451
H -6.25307 -2.90321 -4.79472
H -5.07107 -3.57835 -2.15909
H -6.74876 -3.79441 -2.77821
C 2.01315 -5.59516 -4.77348
C 2.11342 -4.32392 -3.98754
C 0.95768 -4.08599 -3.00482
O 1.61893 -3.62623 -1.81728
C 2.95693 -3.75345 -1.94876
O 3.75934 -3.41775 -1.14568
O 3.25982 -4.36366 -3.12733
H 2.92794 -5.78564 -5.33146
H 1.14072 -5.57607 -5.42532
H 1.89025 -6.43958 -4.08853
H 2.23319 -3.48182 -4.67439
H 0.39009 -4.98206 -2.76647
H 0.32385 -3.29220 -3.39247
C -2.77016 2.01011 2.76292
C -2.71422 3.28660 1.96415
C -1.54954 3.35898 0.97866
O -2.09686 4.04406 -0.12700
C -3.45614 3.92674 -0.08524
O -4.17122 4.29347 -0.95793
O -3.84891 3.34666 1.06187
H -2.73543 1.14338 2.10490
H -3.72938 1.99131 3.28821
H -1.98228 1.97029 3.51267
H -2.73619 4.17755 2.59264
H -1.11967 2.38593 0.73869
H -0.75007 3.86776 1.52872
C 6.44192 -1.57424 4.29762
C 5.61478 -0.44175 3.73947
C 6.17849 0.21602 2.45370
O 5.05454 0.26109 1.57140
C 4.01692 -0.41634 2.09967
O 2.95723 -0.55214 1.58775
O 4.35149 -0.94157 3.30769
H 7.27514 -1.24717 4.91212
H 6.83247 -2.19634 3.48457
H 5.79090 -2.26648 4.83556
H 5.48690 0.35546 4.47627
H 7.00677 -0.32238 1.99713
H 6.47123 1.24923 2.63741
C -0.33974 -3.46060 1.12945
C -1.49249 -4.25238 0.56991
C -2.81098 -3.49951 0.36580
O -3.32319 -4.11108 -0.83472
C -2.29833 -4.66516 -1.51822
O -2.35029 -5.01694 -2.65633
O -1.16639 -4.62243 -0.79245
H 0.60398 -3.93640 0.86771
H -0.39840 -3.40745 2.21900
H -0.34822 -2.43226 0.77840
H -1.66949 -5.16391 1.14492
H -2.71992 -2.42683 0.19940
H -3.47732 -3.70273 1.20089
C 2.30035 1.85918 3.45132
C 1.28439 2.31540 4.46337
C 1.83736 3.14141 5.64848
O 0.90450 4.23214 5.77009
C 0.05743 4.22755 4.71680
O -0.85137 4.97211 4.56487
O 0.37245 3.23096 3.86367
H 2.69738 2.69757 2.88055
H 1.85194 1.14301 2.75981
H 3.11341 1.31164 3.93546
H 0.76363 1.45267 4.88691
H 2.82992 3.55172 5.46449
H 1.80299 2.58465 6.58043
C -1.03591 -1.10446 -2.04794
S -1.05664 0.20021 -0.81755
O -1.79519 -0.24932 0.40301
C 0.67934 0.08720 -0.35671
H -0.67614 -0.65019 -2.97582
H -2.05790 -1.44267 -2.22259
H -0.37430 -1.94355 -1.83317
H 0.78023 0.79167 0.46457
H 1.31342 0.37535 -1.18973
H 0.87923 -0.90947 0.02615
*
```

These are the Löwdin partial charges, in e, on atoms 1 to 5: -0.018, -0.306, -0.085, 0.067, -0.560

4.
CH3NO3 | wB97M-V/def2-TZVPD

Summary:
SMILES: O=CN(O)O
HOMO-LUMO gap, eV: 11.00
HOMO, Ha: -0.38567

The geometry in ORCA input format:
```
! wB97M-V def2-TZVPD RIJCOSX def2/J DEFGRID3
* xyz 0 1
C 0.71877 -0.41639 0.80061
N -0.20636 -0.29721 -0.24862
O 1.90978 -0.38974 0.66823
O 0.30889 0.18488 -1.45444
O -1.38100 0.47948 0.08433
H 0.00936 -0.53701 1.69872
H 0.77070 0.94965 -1.19756
H -2.13014 0.02635 -0.35127
*
```

These are the Löwdin partial charges, in e, on atoms 1 to 5: -0.291, -0.183, 0.088, 0.044, -0.008

5.
C27H36N3O2 | wB97M-V/def2-TZVPD

Summary:
HOMO-LUMO gap, eV: 6.30
HOMO, Ha: -0.40731

The geometry in ORCA input format:
```
! wB97M-V def2-TZVPD RIJCOSX def2/J DEFGRID3
* xyz 1 1
C -0.67464 0.66152 4.48177
N 0.63769 0.69279 3.84989
C 1.31021 -0.61114 4.19013
C 2.70708 -0.48095 4.75235
O 3.36073 0.70770 4.31388
C 2.68902 1.88661 4.76149
C 1.28980 1.99881 4.20142
H -0.95950 1.66908 4.84895
H -1.39000 0.35279 3.72658
H -0.76562 -0.11400 5.27614
H 0.72313 -1.09961 4.98218
H 1.27186 -1.28973 3.33099
H 2.55006 -0.48162 5.85420
H 3.34178 -1.32607 4.45777
H 2.54065 1.88936 5.86514
H 3.31905 2.74074 4.47393
H 1.25253 2.69237 3.35618
H 0.68688 2.45951 4.99465
C -0.50385 0.34755 -5.49700
N -0.48357 -0.21627 -4.17128
C -0.11201 -1.50885 -3.98689
O 0.21333 -2.30167 -4.86686
C -0.13876 -1.78621 -2.48564
C 1.21223 -2.18396 -1.89897
C 1.75895 -3.44609 -2.51382
C 3.00933 -3.42919 -3.12981
C 3.50422 -4.57923 -3.74843
C 2.76060 -5.76583 -3.72953
C 1.52221 -5.78414 -3.07711
C 1.01754 -4.63094 -2.46422
N -0.59887 -0.50204 -1.93286
C -0.72982 -0.32737 -0.59357
C -1.16694 0.85172 -0.00456
C -1.29449 1.05664 1.37839
C -2.10808 2.17661 1.84226
C -2.92884 2.16097 3.01723
C -3.53570 3.30816 3.50989
C -3.60225 4.46239 2.71562
C -2.97959 4.44217 1.45069
C -2.16749 3.37407 1.05786
C -0.86441 0.52197 -2.96778
C 0.02295 1.75659 -2.80926
C -2.34503 0.91513 -3.08163
H -0.09311 -0.37546 -6.19375
H -1.52010 0.58038 -5.81605
H 0.10024 1.25392 -5.52372
H -0.89786 -2.56805 -2.27194
H 1.91131 -1.35166 -2.08792
H 1.09983 -2.32359 -0.80862
H 3.56288 -2.48798 -3.15715
H 4.46815 -4.54480 -4.25496
H 3.14709 -6.67016 -4.20862
H 0.93468 -6.70375 -3.03808
H 0.04505 -4.63101 -1.96264
H -0.46137 -1.19738 0.00480
H -1.41759 1.65757 -0.71450
H -0.79635 0.34894 2.03987
H -3.12590 1.22201 3.52857
H -4.01974 3.28711 4.49100
H -4.19061 5.32403 3.04340
H -3.12342 5.27833 0.75561
H -1.57145 3.46362 0.13370
H 1.07342 1.44637 -2.84460
H -0.18914 2.45259 -3.63201
H -0.14890 2.25348 -1.85575
H -2.93781 0.05565 -3.41990
H -2.75715 1.23416 -2.12642
H -2.44448 1.73533 -3.81067
*
```

These are the Löwdin partial charges, in e, on atoms 1 to 5: -0.123, -0.162, -0.159, -0.187, -0.126

6.
C6H4N2 | wB97M-V/def2-TZVPD

Summary:
SMILES: C#Cc1ccnnc1
HOMO-LUMO gap, eV: 8.91
HOMO, Ha: -0.33533

The geometry in ORCA input format:
```
! wB97M-V def2-TZVPD RIJCOSX def2/J DEFGRID3
* xyz 0 1
C -0.60835 -0.75101 2.84028
C -0.20035 -0.49785 1.77813
C -0.08447 -0.16697 0.37737
C 1.09916 -0.14041 -0.36394
C 1.00427 0.02080 -1.82842
C -1.15460 0.35808 -0.33241
H -0.91824 -0.83318 3.94549
H 2.04342 0.06553 0.18597
H 1.90198 0.19949 -2.51702
H -1.94450 1.10161 0.10237
N -0.09315 0.13554 -2.47996
N -1.04516 0.50838 -1.70788
*
```

These are the Löwdin partial charges, in e, on atoms 1 to 5: 0.112, -0.109, -0.266, 0.014, -0.155

7.
C23H45N3O4P | wB97M-V/def2-TZVPD

Summary:
HOMO-LUMO gap, eV: 7.26
HOMO, Ha: -0.42415

The geometry in ORCA input format:
```
! wB97M-V def2-TZVPD RIJCOSX def2/J DEFGRID3
* xyz 1 1
C -3.89575 2.75202 4.31652
C -2.56961 1.97947 3.79259
C -2.81239 0.37445 3.64859
C -2.88111 -0.00131 2.07863
N -2.49969 -1.40993 1.77169
N -1.54628 -1.47741 0.73628
N -0.32531 -1.68271 1.19083
C 0.71854 -1.72446 0.26271
O 2.03163 -1.92639 0.77099
C 2.63341 -0.61615 1.04409
C 2.94882 -0.37305 2.58742
C 1.66103 -0.16956 3.51836
C 0.41778 -1.52963 -1.24026
P 1.73472 -1.50413 -2.60494
C 3.44121 -1.99557 -1.98877
C 1.24013 -2.92631 -3.80419
C 1.29618 -2.40132 -5.34279
C -1.05474 -1.32979 -1.75134
C -1.45399 -1.12625 -3.27545
O -2.33461 0.02513 -3.49690
C -1.56154 1.23909 -3.45104
C -1.53202 1.99696 -2.02679
O -0.92825 1.65643 -4.43472
C -2.09136 -1.31209 -0.56811
C -3.62724 -1.11152 -0.95621
C -4.13594 -2.39185 -1.79624
C -3.44073 -3.75406 -1.25307
H -4.45749 2.17581 5.12212
H -4.61162 2.88739 3.42926
H -3.57252 3.79678 4.63285
H -1.65486 2.18135 4.46241
H -2.31470 2.46833 2.78251
H -3.82955 0.15148 4.11436
H -2.01612 -0.23132 4.19637
H -2.14026 0.71798 1.56071
H -3.92023 0.26605 1.64889
H -3.29737 -2.02084 1.57056
H 1.96881 0.17389 0.56024
H 3.64326 -0.60288 0.49286
H 3.55962 0.61160 2.64431
H 3.63051 -1.19464 3.01878
H 1.17946 -1.16427 3.83671
H 2.02998 0.33345 4.48825
H 0.88131 0.55351 3.08325
H 3.45085 -2.80550 -1.18954
H 4.07685 -2.30156 -2.88867
H 3.93978 -1.04296 -1.56944
H 0.24430 -3.39666 -3.51711
H 2.04866 -3.74530 -3.72107
H 1.74759 -1.34025 -5.28883
H 0.19487 -2.27875 -5.66426
H 1.86692 -3.09322 -6.03840
H -0.56700 -0.96555 -3.98144
H -1.96030 -2.09722 -3.63885
H -2.59125 1.88221 -1.58790
H -0.73748 1.46038 -1.40859
H -1.23365 3.08897 -2.17113
H -4.29222 -1.05587 -0.01634
H -3.82666 -0.12871 -1.51713
H -4.00862 -2.25072 -2.91858
H -5.25601 -2.50643 -1.55071
H -4.07118 -4.66425 -1.55428
H -2.37134 -3.87753 -1.64123
H -3.50021 -3.70699 -0.10662
C 4.74368 3.87403 -0.19257
C 3.99183 3.28320 0.98959
C 3.90956 4.27089 2.14277
O 4.65300 2.09577 1.42757
H 5.77193 4.12579 0.08540
H 4.80516 3.14983 -1.00941
H 4.25155 4.77689 -0.56223
H 2.98288 2.99714 0.67788
H 4.90910 4.53633 2.50119
H 3.37686 3.82932 2.98944
H 3.39247 5.18565 1.84299
H 5.54698 2.33733 1.70520
*
```

These are the Löwdin partial charges, in e, on atoms 1 to 5: -0.128, -0.250, -0.170, -0.191, -0.002

8.
C8H9N3 | wB97M-V/def2-TZVPD

Summary:
SMILES: C1=C\C=N\N\C=C/C=C\N=C/1
HOMO-LUMO gap, eV: 7.83
HOMO, Ha: -0.28103

The geometry in ORCA input format:
```
! wB97M-V def2-TZVPD RIJCOSX def2/J DEFGRID3
* xyz 0 1
C 1.39597 1.27454 0.41775
C 0.70446 1.36313 -0.84391
C -2.33276 -0.94955 0.08023
C -1.21803 -1.69791 -0.23689
C 2.34495 0.33714 0.61580
C -0.63089 1.31919 -0.90394
C -2.22651 0.41669 0.63848
C 0.05315 -1.21164 0.17259
N 2.31110 -0.86216 -0.09214
N -1.42948 1.30768 0.23564
N 1.15761 -1.62029 -0.37685
H 1.16292 2.09918 1.09243
H 1.23510 1.47487 -1.69462
H -3.40283 -1.08258 -0.07945
H -1.14603 -2.66554 -0.76611
H 3.14352 0.22563 1.45462
H -1.33724 1.43953 -1.67678
H -2.80796 0.80613 1.35785
H -0.06386 -0.51484 0.87555
H 3.08683 -1.45921 -0.27026
*
```

These are the Löwdin partial charges, in e, on atoms 1 to 5: -0.128, -0.118, -0.036, -0.052, -0.142